C9H19NOS | the ωB97M-V functional and the def2-TZVPD basis

Each atom is followed by the atoms it is bonded to, with distances in Å.
Cartesian coordinates (Å):
1 S -4.12 3.34 -0.15  O2 1.466, C4 1.627
2 O -4.42 2.48 1.00  S1 1.466
3 N -1.96 -0.13 0.73  C10 1.463, H15 1.018, H19 1.013
4 C -2.81 2.79 -0.94  S1 1.627, H22 1.074, H23 1.074
5 C 6.30 0.77 -0.03  C7 1.519, C8 1.464, H28 1.081, H29 1.081
6 C 5.14 2.79 1.28  C8 1.307, H13 1.078, H18 1.079
7 C 5.31 1.40 -0.99  C5 1.519, C8 1.465, H24 1.080, H31 1.081
8 C 5.48 1.92 0.37  C5 1.464, C6 1.307, C7 1.465
9 C -3.75 -0.96 -0.66  C10 1.530, H14 1.087, H20 1.089, H26 1.087
10 C -2.57 -1.36 0.24  N3 1.463, C9 1.530, C11 1.532, C12 1.537
11 C -1.52 -2.10 -0.58  C10 1.532, H16 1.085, H25 1.087, H30 1.087
12 C -3.06 -2.25 1.38  C10 1.537, H17 1.089, H21 1.089, H27 1.087
13 H 5.59 2.79 2.26  C6 1.078
14 H -4.23 -1.84 -1.06  C9 1.087
15 H -2.66 0.45 1.19  N3 1.018
16 H -1.95 -2.99 -1.04  C11 1.085
17 H -3.79 -1.73 2.00  C12 1.089
18 H 4.39 3.55 1.10  C6 1.079
19 H -1.25 -0.34 1.42  N3 1.013
20 H -4.49 -0.39 -0.09  C9 1.089
21 H -2.23 -2.55 2.02  C12 1.089
22 H -2.26 1.92 -0.66  C4 1.074
23 H -2.50 3.35 -1.80  C4 1.074
24 H 5.69 1.98 -1.82  C7 1.080
25 H -1.13 -1.45 -1.36  C11 1.087
26 H -3.40 -0.34 -1.48  C9 1.087
27 H -3.53 -3.16 0.99  C12 1.087
28 H 7.36 0.93 -0.20  C5 1.081
29 H 6.08 -0.20 0.39  C5 1.081
30 H -0.69 -2.41 0.05  C11 1.087
31 H 4.41 0.84 -1.22  C7 1.081

Electronic energy in eV: -24010.85952
Frontier orbital gap in eV: 9.2
Charge: 0
Molar mass in g mol⁻¹: 189.3
Max |F| in eV Å⁻¹: 2.00
HOMO in eV: -9.3368